No. 1
87
Properties=species:S:1:pos:R:3:forces:R:3:lowdin_charge:R:1 method="wB97M-V/def2-TZVPD" relative_energy_kcal_mol=81.8 energy_ev=-97689.3116 charge=0
Ti -0.39729 -0.07490 0.25819 0.09 0.91 1.17 0.9234
C -5.42108 -3.78022 -1.46130 -0.29 -0.05 -0.06 0.0299
C -3.97958 -4.00682 -1.09909 0.17 -0.04 0.10 -0.5725
C -3.66745 -5.49649 -1.02004 0.02 -0.07 0.02 0.0209
O -3.69068 -3.34052 0.12140 0.24 0.00 -0.03 -0.0212
C -2.28944 -3.09614 0.06787 -0.22 0.16 -0.01 -0.1334
C -2.05238 -2.69122 -1.43147 -0.16 0.06 0.04 -0.1018
O -3.12769 -3.38276 -2.06631 0.14 0.09 -0.02 -0.0108
C -1.93844 -1.26412 -2.10004 -0.31 -0.05 -0.14 -0.3125
O -1.21051 -0.37205 -1.27341 -0.21 -0.24 -0.37 -0.2435
C -1.13424 -1.50681 -3.38317 0.06 0.00 -0.06 -0.1669
C 0.20899 -1.16112 -3.47543 -0.06 -0.07 -0.11 -0.0284
C 0.93635 -1.43717 -4.63161 -0.03 0.01 0.02 -0.0721
C 0.32589 -2.06594 -5.70619 -0.02 0.01 0.06 -0.0870
C -1.01369 -2.42873 -5.61262 0.03 0.01 -0.01 -0.0641
C -1.73560 -2.15465 -4.46167 -0.06 -0.03 -0.01 -0.0277
C -3.26607 -0.56613 -2.41886 0.02 0.14 0.15 -0.1196
C -4.35052 -0.67026 -1.55792 -0.05 0.00 0.05 -0.0410
C -5.50919 0.06708 -1.76574 0.01 0.04 -0.06 -0.0634
C -5.60418 0.92817 -2.85113 0.06 -0.06 0.01 -0.0823
C -4.52343 1.05133 -3.71573 0.02 -0.04 0.05 -0.0730
C -3.36571 0.31368 -3.49636 0.05 0.09 0.01 -0.0208
C -1.79098 -2.39403 1.37788 -0.61 -0.23 0.29 -0.3180
O -0.63579 -1.63944 1.09611 -0.25 0.43 -0.41 -0.2484
C -1.38958 -3.51318 2.34790 0.09 -0.01 0.01 -0.1529
C -0.15145 -3.48964 2.97598 -0.06 -0.05 0.05 -0.0003
C 0.21430 -4.50801 3.85283 -0.04 0.01 -0.03 -0.0632
C -0.65024 -5.56313 4.10239 -0.02 0.06 -0.04 -0.0865
C -1.88680 -5.59840 3.46597 0.05 0.01 0.02 -0.0718
C -2.25152 -4.58280 2.59602 -0.05 -0.03 -0.07 -0.0503
C -2.86411 -1.47709 2.00835 0.14 0.20 -0.16 -0.1066
C -3.14513 -0.25752 1.39489 -0.01 -0.25 0.22 -0.0674
C -4.06169 0.63522 1.92322 0.01 0.02 -0.06 -0.0601
C -4.71669 0.32855 3.10608 0.01 -0.08 0.00 -0.0714
C -4.43695 -0.87157 3.74136 0.00 0.02 -0.05 -0.0579
C -3.52190 -1.76617 3.19674 0.00 -0.10 0.04 -0.0017
H -6.05594 -4.18416 -0.66978 0.02 0.02 -0.07 0.1026
H -5.64531 -4.30262 -2.39329 -0.01 0.04 0.06 0.1006
H -5.63486 -2.72303 -1.59125 -0.01 -0.10 0.00 0.0679
H -4.29904 -5.96602 -0.26211 0.04 0.03 -0.07 0.0969
H -2.62287 -5.68932 -0.77567 -0.03 0.02 0.01 0.0885
H -3.87435 -5.95668 -1.98813 0.01 0.03 0.07 0.0955
H -1.78837 -4.05953 0.10695 0.15 -0.18 -0.09 0.1367
H -1.12195 -3.18017 -1.71404 0.19 -0.04 0.03 0.1625
H 0.69862 -0.69710 -2.63313 0.06 0.04 0.06 0.0629
H 1.98570 -1.16536 -4.68430 -0.08 -0.02 0.01 0.1041
H 0.88803 -2.28022 -6.60698 -0.02 0.01 0.03 0.1019
H -1.49972 -2.92954 -6.44271 0.03 0.03 0.06 0.1062
H -2.77698 -2.44716 -4.39404 0.06 0.03 -0.01 0.1258
H -4.30525 -1.34816 -0.71781 0.04 0.10 0.05 0.1007
H -6.33921 -0.03753 -1.07479 0.05 0.00 -0.05 0.1125
H -6.51231 1.49395 -3.02465 0.06 -0.01 0.02 0.1025
H -4.57821 1.72396 -4.56528 0.01 -0.06 0.07 0.1030
H -2.52869 0.43618 -4.17320 -0.03 -0.03 0.00 0.1181
H 0.53207 -2.67933 2.77014 0.04 0.03 0.06 0.1116
H 1.18270 -4.47167 4.33816 -0.05 0.01 -0.03 0.1070
H -0.36516 -6.35521 4.78419 0.00 0.03 -0.03 0.1014
H -2.57037 -6.42055 3.64811 0.04 0.06 -0.01 0.1041
H -3.21784 -4.61812 2.10364 0.06 0.01 0.04 0.1197
H -2.66038 0.01150 0.46435 -0.24 0.03 -0.15 0.0787
H -4.26132 1.56688 1.40847 0.05 -0.01 0.04 0.1148
H -5.43115 1.02240 3.53158 0.04 -0.02 -0.01 0.1048
H -4.92750 -1.11753 4.67569 0.02 0.00 -0.04 0.1058
H -3.31899 -2.68955 3.72118 0.00 0.06 0.00 0.1102
C 1.99683 4.63308 -1.20229 -0.01 -0.04 -0.02 0.0069
C 2.28166 3.38731 -0.45210 -0.02 0.18 0.14 -0.3119
N 3.11803 3.26182 0.52866 -0.27 -0.43 -0.13 0.1717
N 3.02648 1.94020 0.87596 0.42 0.51 0.66 0.0244
C 2.13541 1.27314 0.18086 1.06 -0.14 -0.55 -0.7231
S 1.98380 -0.43056 0.05750 -0.55 0.16 0.33 0.7684
N 1.66588 2.18027 -0.70080 -0.62 0.47 -0.39 -0.0878
N 0.51058 1.93094 -1.43824 0.30 -0.35 0.14 0.1230
H 2.60690 5.43067 -0.78800 0.00 0.00 0.01 0.0926
H 0.94703 4.91775 -1.11608 0.00 0.00 0.03 0.0846
H 2.23247 4.51231 -2.26040 0.00 0.01 0.00 0.0888
H 3.34209 1.66309 1.80982 0.12 0.02 0.27 0.0147
H 0.73273 1.70305 -2.39846 -0.01 0.05 -0.13 0.1166
H -0.12143 2.71620 -1.37572 -0.10 0.06 0.09 0.1176
N -1.57364 2.80309 2.90421 -0.78 0.75 -0.23 0.1265
C -0.86125 1.71525 2.48331 0.50 -2.07 2.69 -0.6865
O -0.67671 1.60441 1.18542 0.67 -1.17 -2.13 -0.2064
C -0.35947 0.81308 3.39831 -1.87 0.37 -1.62 -0.2070
I 2.06865 2.13097 4.15727 1.09 0.35 0.12 -0.0805
H -1.65049 3.55696 2.24371 0.12 0.13 0.07 0.0877
H -1.43075 3.08022 3.86156 0.19 0.08 -0.09 0.0903
H 0.12359 -0.08786 3.06147 0.26 0.00 0.03 0.0206
H -0.71353 0.83277 4.41759 0.27 0.14 0.02 0.0460

---

No. 2
83
Properties=species:S:1:pos:R:3:forces:R:3:lowdin_charge:R:1 method="wB97M-V/def2-TZVPD" relative_energy_kcal_mol=20.8 energy_ev=-64873.6094 charge=+1
Y -0.24467 0.80177 0.26261 0.82 -0.41 -0.64 1.1891
O -2.21504 0.88097 -0.37057 -1.42 0.47 0.01 -0.3313
C -3.27938 1.62743 -0.15663 0.30 -0.30 -0.14 -0.3685
C -4.54737 1.16406 -0.53185 -0.16 0.00 -0.12 -0.0146
C -5.66657 1.95400 -0.37504 -0.06 0.05 0.02 -0.0570
C -5.57636 3.24140 0.17580 -0.09 -0.12 -0.06 -0.0800
C -4.34530 3.68597 0.58602 0.04 0.18 0.07 -0.0428
C -3.18326 2.90437 0.43441 0.25 0.40 0.32 -0.1447
C -1.97114 3.44745 1.02969 -0.28 -0.11 -0.12 -0.0650
N -0.78279 2.95717 1.02073 0.12 0.42 0.31 -0.0673
C 0.21361 3.62432 1.89230 -0.08 -0.23 -0.17 -0.1753
C 1.40070 2.68440 2.17369 -0.35 -0.12 0.01 -0.1948
N 0.90839 1.30707 2.23376 -0.03 0.38 0.37 -0.0691
C 0.83804 0.72449 3.37696 -0.10 -0.29 0.00 -0.0589
C 0.17703 -0.52932 3.67513 0.31 0.36 0.18 -0.1431
C 0.34040 -1.04916 4.97453 0.12 0.15 0.07 -0.0460
C -0.31242 -2.18164 5.38686 -0.11 -0.13 -0.06 -0.0860
C -1.19053 -2.80625 4.48509 -0.01 -0.02 0.05 -0.0630
C -1.37456 -2.31541 3.21150 -0.08 -0.18 0.10 -0.0172
C -0.67958 -1.18014 2.76437 -0.08 0.06 -0.50 -0.3491
O -0.84503 -0.75367 1.53117 -0.09 -0.50 1.09 -0.2618
H -4.60946 0.17030 -0.96065 -0.04 0.06 0.03 0.1201
H -6.63524 1.56958 -0.67898 0.09 0.03 0.02 0.1124
H -6.45942 3.86088 0.29337 0.13 -0.11 -0.02 0.1075
H -4.25005 4.66801 1.04526 -0.02 -0.13 -0.05 0.1157
H -2.13428 4.36423 1.60309 -0.06 0.05 0.00 0.1344
H -0.25145 3.89100 2.83851 -0.13 0.03 0.12 0.1198
H 0.57277 4.54227 1.43090 0.04 0.13 -0.10 0.1206
H 1.86931 2.99355 3.10385 0.18 0.01 0.19 0.1175
H 2.14273 2.76183 1.38398 0.12 -0.05 -0.09 0.0868
H 1.28611 1.22583 4.23729 0.07 0.01 0.10 0.1341
H 1.00343 -0.52569 5.65998 -0.06 -0.05 -0.07 0.1166
H -0.17095 -2.57343 6.38858 -0.04 0.05 -0.14 0.1060
H -1.74034 -3.68887 4.79941 0.06 0.09 -0.04 0.1112
H -2.05639 -2.78881 2.51433 0.03 -0.01 0.05 0.1215
N 2.36458 -1.10322 -1.49189 -0.37 0.10 0.10 -0.1007
P 1.03291 -1.64322 -0.51653 0.98 -0.31 -0.17 1.0470
C 0.64099 -3.21809 -1.31820 -0.07 0.06 -0.01 -0.3662
C -0.64500 -3.40945 -1.81406 -0.09 0.02 -0.05 -0.0909
C -0.97369 -4.59150 -2.47015 0.01 0.04 0.03 -0.0662
C -0.01297 -5.57688 -2.63619 0.08 0.01 0.02 -0.0640
C 1.27668 -5.39241 -2.13938 -0.05 0.03 0.01 -0.0640
C 1.60292 -4.22073 -1.47415 -0.07 -0.07 0.02 -0.0922
C 1.91763 -2.15352 1.01005 -0.04 -0.09 -0.02 -0.3489
C 2.99662 -1.39919 1.46936 0.01 -0.05 0.08 -0.0995
C 3.63991 -1.73479 2.65624 -0.07 0.01 -0.05 -0.0739
C 3.20318 -2.82403 3.39845 -0.03 -0.04 0.01 -0.0717
C 2.11982 -3.57506 2.95543 0.03 0.05 -0.03 -0.0660
C 1.47898 -3.24014 1.76930 -0.07 -0.02 -0.01 -0.0926
C 2.67445 0.21595 -1.70127 -0.13 0.09 0.04 -0.3924
C 3.66584 0.55963 -2.64129 0.06 -0.10 -0.04 -0.0034
C 3.96483 1.87846 -2.84588 0.09 0.13 -0.10 -0.0464
C 3.26939 2.86582 -2.13357 0.23 0.05 -0.19 -0.0619
C 2.31668 2.44826 -1.25502 -0.23 -0.17 0.24 -0.1981
N 2.01177 1.15234 -1.00732 0.22 -0.06 -0.01 -0.0146
H 2.88307 -1.77156 -2.03349 0.18 -0.13 -0.06 0.1053
H -1.39428 -2.63349 -1.68532 0.06 -0.05 0.00 0.0995
H -1.97815 -4.73928 -2.84931 0.07 0.02 0.03 0.1112
H -0.26650 -6.49689 -3.15005 0.03 0.05 0.04 0.1116
H 2.02163 -6.17040 -2.25932 -0.05 0.05 0.00 0.1111
H 2.59566 -4.10152 -1.05047 -0.04 0.02 -0.03 0.1130
H 3.34819 -0.54731 0.90123 0.02 0.03 -0.04 0.0920
H 4.48564 -1.14764 2.99808 -0.07 -0.04 -0.04 0.1078
H 3.70816 -3.09074 4.32195 -0.07 0.03 -0.11 0.1109
H 1.77160 -4.42331 3.53490 0.02 0.08 -0.06 0.1140
H 0.62987 -3.83141 1.43577 0.11 0.06 0.02 0.1168
H 4.17185 -0.22620 -3.19188 -0.03 0.08 0.06 0.1205
H 4.72619 2.15567 -3.56750 -0.07 -0.03 0.07 0.1209
H 3.46401 3.92168 -2.27371 0.00 -0.12 -0.01 0.1152
H 1.72841 3.18153 -0.71389 -0.03 -0.01 0.02 0.0953
C -2.46309 3.05770 -3.13744 -0.12 0.03 0.02 -0.2898
Sb -0.81395 1.75431 -2.78199 -0.08 0.16 -0.38 1.3208
C 0.31702 2.46794 -4.44981 0.10 -0.02 -0.21 -0.3276
C -1.64302 0.04209 -3.74236 -0.03 -0.06 0.01 -0.3091
H -2.68558 3.02718 -4.20694 -0.01 0.04 0.11 0.0159
H -2.19546 4.07667 -2.85166 -0.05 -0.07 -0.04 0.0123
H -3.34401 2.74922 -2.56992 0.12 0.04 -0.09 -0.0009
H -0.31068 2.41343 -5.34785 0.19 0.04 0.17 0.0118
H 1.22343 1.87208 -4.59997 -0.15 0.10 0.01 -0.0042
H 0.60544 3.50776 -4.27186 -0.02 -0.13 -0.06 0.0051
H -2.04756 0.33581 -4.71043 -0.01 -0.05 0.01 0.0121
H -2.43860 -0.36201 -3.11512 0.03 0.01 -0.04 -0.0006
H -0.87579 -0.71946 -3.88505 -0.03 0.00 -0.01 -0.0018